Entry 1:
Density functional theory data (ωB97M-V/def2-TZVPD) for C4H4OTl as an isolated structure in a non-equilibrium geometry.

Element x y z (Å)
C 0.36921 -0.81588 -1.01163
H 0.56413 0.16908 2.56812
C 0.08581 -0.04334 -0.09734
H 0.11696 2.09413 0.18985
H 0.37853 2.03052 2.61796
Tl -0.58795 -2.21681 -4.25966
O -0.30970 -1.70451 -1.68626
C 0.38862 1.10745 2.03852
H -1.18649 -1.75825 -1.07565
C 0.18089 1.13758 0.71609

Output
* E_HOMO: -12.4 eV
* charge: +1
* energy relative to the best compared isomer or geometry (same formula, charge and spin): 215.3 kJ/mol
* E: -402.1483 Ha
* multiplicity: 1

Entry 2:
Density functional theory data (ωB97M-V/def2-TZVPD) for a 2-piece molecular cluster, C4H4P2 overall in a non-equilibrium geometry.

Element x y z (Å)
P -0.55384 -1.12338 -1.35492
H 2.89294 -0.42497 -0.37626
H 0.76150 -1.98579 0.56110
P 1.16487 0.19653 -2.15527
H -1.46606 0.90355 2.69145
C 1.87082 -0.58311 -0.83422
C -1.43676 1.18223 1.65332
C -1.79884 1.41205 0.51736
H -2.18263 1.79653 -0.42797
C 0.74799 -1.37363 -0.27459

Output
* E_HOMO (spin up / spin down): -8.0 / -8.0 eV
* charge: 0
* energy relative to the best compared isomer or geometry (same formula, charge and spin): 232.3 kJ/mol
* E: -837.3196 Ha
* multiplicity: 1

Entry 3:
Density functional theory data (ωB97M-V/def2-TZVPD) for C4H4P2 as an isolated structure in a non-equilibrium geometry.

Element x y z (Å)
C 0.40874 0.72745 -1.25954
H -0.59335 -1.26110 -1.52793
P 0.71299 -1.75590 0.57780
P -1.08323 0.21525 0.61119
H 0.93375 0.97232 -2.16302
H -0.33699 -1.15492 2.84118
C -0.24620 -1.04483 1.78141
C 0.08270 1.44217 -0.15742
H 0.23552 2.48062 0.08259
C -0.11392 -0.62107 -0.78625

Output
* E_HOMO: -8.3 eV
* charge: 0
* energy relative to the best compared isomer or geometry (same formula, charge and spin): 4.1 kJ/mol
* E: -837.4066 Ha
* multiplicity: 1

Entry 4:
Density functional theory data (ωB97M-V/def2-TZVPD) for one molecule with the formula C4H4S in a non-equilibrium geometry.

Element x y z (Å)
C 0.29812 0.55363 0.02119
H -0.66338 1.06681 -0.33836
C -1.00938 -1.59484 0.01946
H 0.76138 0.76089 0.95634
H 1.08628 0.83356 -0.80762
H -0.83956 -2.65078 -0.31994
C -2.37971 -0.95556 0.03884
S -2.73679 0.58548 -0.05290
C 0.08920 -0.79742 0.00295

Output
* E_HOMO (spin up / spin down): -8.9 / -8.0 eV
* charge: 0
* energy relative to the best compared isomer or geometry (same formula, charge and spin): 479.3 kJ/mol
* E: -552.8095 Ha
* multiplicity: 1

Entry 5:
Density functional theory data (ωB97M-V/def2-TZVPD) for one molecule with the formula C4H4S2.

Element x y z (Å)
S 1.98872 1.18195 -1.53903
C 0.05317 -1.21270 -0.70875
C 0.86836 1.10164 -0.37234
H 0.74964 -1.33063 -1.53163
C 0.00009 -0.06068 -0.03037
H -0.87818 1.12612 1.55216
S -1.99202 -0.90531 1.68981
H -0.56899 -2.03811 -0.41905
C -0.93231 0.15354 1.09293
H 0.71152 1.98417 0.26627

Output
* E_HOMO: -8.9 eV
* charge: 0
* energy relative to the best compared isomer or geometry (same formula, charge and spin): 138.7 kJ/mol
* E: -951.1197 Ha
* multiplicity: 1

Entry 6:
Density functional theory data (ωB97M-V/def2-TZVPD) for C4H5AgLi2O2 as an isolated structure in a non-equilibrium geometry.

Element x y z (Å)
H -0.96575 1.15247 1.58159
C 0.51949 -0.27993 -1.23702
O -0.86575 -1.66027 0.11403
H 1.36294 -0.58935 -1.87176
H -1.69320 -0.04262 -1.06468
H 1.21943 2.03525 -0.18436
Ag -0.32287 -2.69290 -1.86857
C -0.70898 1.24004 0.51388
Li -0.98499 -1.30461 1.85536
H -1.41353 2.00815 0.16796
C -0.78285 -0.45813 -0.58159
O 1.42172 0.41710 1.22220
C 0.75125 1.15809 0.30240
Li 2.46308 -0.98330 1.05055

Output
* E_HOMO (spin up / spin down): -5.7 / -4.4 eV
* charge: 0
* energy relative to the best compared isomer or geometry (same formula, charge and spin): 134.8 kJ/mol
* E: -467.6524 Ha
* multiplicity: 1